134
Properties=species:S:1:pos:R:3 method="wB97M-V/def2-TZVPD" homo_ev=-10.661 gap_ev=7.80 e_tot_ha=-5338.7462 total_charge=+1 fmax_ev_per_a=4.261
C 4.13 1.61 2.94
C 5.33 1.26 2.11
C 5.56 -0.21 1.77
C 4.73 -1.28 2.44
C 3.42 -1.60 1.79
C 3.61 -2.38 0.53
C 2.38 -2.88 -0.15
C 1.67 -1.89 -1.03
C 0.61 -1.15 -0.35
N -0.09 -1.63 0.66
C -1.00 -0.75 1.05
N -1.86 -0.98 2.04
C -2.93 -0.08 2.42
C -1.68 -2.24 2.76
B -2.41 -3.44 2.03
O -3.78 -3.49 1.97
O -1.68 -4.39 1.44
N -0.88 0.37 0.27
C -1.56 1.63 0.29
C -1.19 2.49 1.46
O -0.42 2.21 2.39
Br -2.11 4.15 1.38
N 0.16 0.10 -0.64
C 0.49 1.12 -1.63
Cl 1.06 0.37 -3.09
C 1.39 2.21 -1.12
C 2.51 1.80 -0.21
H 4.17 1.17 3.91
H 4.09 2.66 3.06
H 3.21 1.30 2.47
H 5.27 1.81 1.20
H 6.19 1.62 2.64
H 5.44 -0.34 0.71
H 6.58 -0.43 1.97
H 5.30 -2.18 2.42
H 4.59 -1.05 3.48
H 2.85 -2.20 2.47
H 2.89 -0.69 1.58
H 4.21 -1.83 -0.18
H 4.19 -3.25 0.78
H 2.69 -3.67 -0.80
H 1.71 -3.32 0.56
H 1.20 -2.41 -1.84
H 2.39 -1.24 -1.48
H -2.55 0.83 2.84
H -3.60 0.12 1.62
H -3.50 -0.57 3.16
H -0.65 -2.42 2.94
H -2.14 -2.09 3.72
H -4.19 -3.22 2.79
H -2.22 -5.07 1.05
H -1.36 2.17 -0.60
H -2.61 1.49 0.33
H -0.44 1.55 -1.92
H 1.76 2.71 -1.98
H 0.76 2.92 -0.62
H 3.42 1.69 -0.75
H 2.69 2.56 0.51
H 2.29 0.91 0.33
C -6.46 -5.50 5.72
C -6.83 -4.04 5.88
O -6.53 -3.23 4.76
C -7.16 -3.59 3.54
C -8.68 -3.56 3.57
H -5.39 -5.60 5.49
H -6.67 -6.04 6.63
H -7.02 -5.98 4.91
H -6.26 -3.60 6.70
H -7.89 -3.95 6.15
H -6.80 -4.56 3.20
H -6.80 -2.85 2.83
H -9.09 -4.30 4.27
H -9.07 -3.79 2.58
H -9.04 -2.58 3.87
C 6.71 -6.72 2.54
C 5.91 -6.03 1.45
O 6.39 -4.75 1.09
C 7.72 -4.71 0.58
C 7.94 -5.54 -0.67
H 6.75 -6.10 3.44
H 6.24 -7.67 2.80
H 7.73 -6.94 2.23
H 4.89 -5.85 1.80
H 5.82 -6.68 0.57
H 8.43 -5.00 1.36
H 7.89 -3.66 0.37
H 7.78 -6.60 -0.50
H 8.96 -5.40 -1.02
H 7.25 -5.22 -1.46
C -0.17 3.46 5.42
C -0.14 2.10 6.10
O 0.43 2.10 7.39
C -0.20 2.92 8.36
C -1.66 2.57 8.62
H 0.83 3.88 5.35
H -0.57 3.34 4.41
H -0.80 4.17 5.95
H 0.49 1.42 5.53
H -1.15 1.67 6.12
H -0.11 3.98 8.08
H 0.38 2.78 9.26
H -2.28 2.71 7.74
H -2.05 3.21 9.41
H -1.75 1.53 8.94
C -3.44 1.41 -8.37
C -2.09 2.04 -8.10
O -2.07 2.97 -7.04
C -2.44 2.49 -5.77
C -1.56 1.37 -5.24
H -4.19 2.18 -8.57
H -3.38 0.75 -9.23
H -3.80 0.81 -7.52
H -1.77 2.61 -8.97
H -1.33 1.26 -7.94
H -3.50 2.17 -5.76
H -2.37 3.36 -5.11
H -1.61 0.47 -5.86
H -1.87 1.09 -4.23
H -0.52 1.70 -5.21
C -1.91 6.96 -11.69
C -1.24 7.80 -10.61
O -1.91 7.80 -9.37
C -2.06 6.54 -8.74
C -0.75 5.83 -8.43
H -2.94 7.29 -11.85
H -1.37 7.06 -12.63
H -1.93 5.90 -11.43
H -1.23 8.85 -10.91
H -0.20 7.49 -10.49
H -2.71 5.88 -9.34
H -2.59 6.75 -7.82
H -0.19 5.58 -9.33
H -0.96 4.89 -7.90
H -0.12 6.45 -7.80

136
Properties=species:S:1:pos:R:3 method="wB97M-V/def2-TZVPD" homo_ev=-9.360 gap_ev=3.58 e_tot_ha=-3082.5163 total_charge=+1 fmax_ev_per_a=10.187
C 5.54 -2.55 1.43
C 4.50 -1.84 0.37
C 2.94 -1.78 0.97
N 2.40 -3.13 1.28
C 1.02 -3.42 0.82
C -0.21 -2.63 1.65
P 0.21 -1.49 3.10
C 1.57 -2.17 4.26
C 1.76 -1.29 5.67
C -1.22 -1.01 4.23
C -1.85 0.41 3.63
C -1.75 -2.86 1.15
C -3.10 -2.15 1.75
O -3.91 -2.70 2.69
O -3.50 -0.84 1.17
C -2.00 -3.89 -0.10
C -0.69 -4.65 -0.80
B -1.14 -5.70 -2.01
N -0.98 -7.21 -1.96
O -1.75 -5.13 -3.24
N 0.76 -4.39 -0.35
S 2.00 -5.25 -1.24
O 2.05 -4.85 -2.77
O 1.92 -6.82 -1.06
F 3.63 -4.90 -0.72
H 5.60 -3.73 1.33
H 6.62 -2.13 1.17
H 5.23 -2.21 2.53
H 4.85 -0.71 0.24
H 4.52 -2.42 -0.66
H 2.86 -0.98 1.85
H 2.30 -1.31 0.08
H 2.71 -3.57 2.15
H 1.45 -3.33 4.50
H 2.63 -2.07 3.72
H 2.78 -1.56 6.21
H 1.62 -0.14 5.51
H 0.91 -1.67 6.41
H -2.05 -1.86 4.32
H -0.94 -0.75 5.36
H -1.47 1.30 4.33
H -3.02 0.39 3.53
H -1.32 0.62 2.58
H -2.63 -0.36 0.97
H -3.11 -4.10 -0.47
H -1.92 -7.70 -2.10
H -0.68 -7.46 -1.00
H -2.63 -5.62 -3.39
C 0.45 4.91 -0.61
C 0.61 4.19 0.73
N 1.65 3.16 0.74
C 1.63 2.32 1.95
C 1.92 2.99 3.28
C 2.99 3.58 0.32
C 3.65 4.71 1.10
H 0.24 4.19 -1.41
H -0.39 5.61 -0.55
H 1.34 5.48 -0.87
H -0.35 3.72 0.96
H 0.78 4.94 1.51
H 2.31 1.47 1.81
H 0.63 1.86 2.01
H 2.99 3.19 3.41
H 1.63 2.33 4.10
H 1.38 3.93 3.41
H 2.94 3.89 -0.74
H 3.66 2.72 0.31
H 2.96 5.53 1.33
H 4.47 5.14 0.51
H 4.09 4.35 2.03
C 6.23 3.82 -1.65
C 6.34 5.29 -2.03
N 7.54 5.96 -1.52
C 7.50 7.42 -1.67
C 7.48 7.98 -3.08
C 8.82 5.34 -1.85
C 9.15 5.17 -3.33
H 6.26 3.68 -0.57
H 5.28 3.41 -2.01
H 7.03 3.22 -2.11
H 5.45 5.79 -1.61
H 6.26 5.38 -3.12
H 8.34 7.86 -1.12
H 6.60 7.79 -1.15
H 8.47 7.93 -3.55
H 7.20 9.04 -3.06
H 6.77 7.47 -3.73
H 8.86 4.35 -1.39
H 9.63 5.89 -1.37
H 8.30 4.82 -3.92
H 9.96 4.44 -3.45
H 9.52 6.11 -3.77
C -3.30 4.77 -3.46
C -3.93 3.57 -2.76
N -3.64 3.49 -1.32
C -4.03 2.21 -0.72
C -5.52 1.88 -0.69
C -3.97 4.68 -0.53
C -5.42 5.15 -0.53
H -2.21 4.78 -3.33
H -3.51 4.72 -4.54
H -3.71 5.72 -3.10
H -3.54 2.67 -3.25
H -5.01 3.58 -2.95
H -3.64 2.15 0.30
H -3.52 1.41 -1.27
H -6.05 2.44 0.08
H -5.66 0.81 -0.46
H -6.01 2.06 -1.65
H -3.34 5.51 -0.88
H -3.65 4.52 0.51
H -5.87 5.12 -1.53
H -5.47 6.18 -0.18
H -6.03 4.55 0.15
C -5.73 -9.68 -0.39
C -5.58 -8.20 -0.07
N -6.02 -7.30 -1.14
C -5.63 -5.90 -0.93
C -6.23 -5.18 0.28
C -7.40 -7.49 -1.61
C -8.52 -7.35 -0.59
H -5.21 -9.95 -1.31
H -5.31 -10.28 0.42
H -6.79 -9.97 -0.49
H -4.50 -8.02 0.10
H -6.08 -7.98 0.87
H -5.85 -5.32 -1.83
H -4.54 -5.87 -0.83
H -7.27 -4.89 0.10
H -5.67 -4.25 0.46
H -6.18 -5.77 1.19
H -7.47 -8.49 -2.07
H -7.60 -6.81 -2.45
H -8.29 -7.84 0.36
H -9.43 -7.82 -0.98
H -8.76 -6.31 -0.40